Model i:
Below is C4H6ClN in the gas phase, with properties calculated with ωB97M-V/def2-TZVPD.

Values from the calculation:
Frontier orbital gap (spin up / spin down)   7.86 / 8.39 eV
Total charge   0
Highest occupied orbital energy (spin up / spin down)   -7.117 / -7.550 eV

Last column: natural (NBO) charge in e.
Cartesian coordinates (Å):
C  -1.12239  -0.64114  -0.44630  -0.31
C  -0.56837  -1.41631  0.43823  -0.21
C  -0.46382  0.62293  -0.83183  -0.26
C  1.30352  0.25746  0.70519  -0.10
N  0.28911  1.11691  0.28064  -0.58
Cl  2.62552  -0.15307  -0.25148  0.02
H  -2.14048  -0.81682  -0.78998  0.22
H  -0.08355  -2.25612  0.83132  0.22
H  0.16973  0.43438  -1.74055  0.22
H  -1.16282  1.36944  -0.99909  0.20
H  1.52375  0.29548  1.79171  0.21
H  -0.37020  1.18686  1.01214  0.38



Model ii:
Below is 2 unconnected molecules or ions with the total composition C4H6ClN, with properties calculated with ωB97M-V/def2-TZVPD.

Values from the calculation:
SMILES string   C=C=CN=C.Cl
Frontier orbital gap   8.70 eV
Total charge   0
Highest occupied orbital energy   -8.698 eV

Last column: natural (NBO) charge in e.
Cartesian coordinates (Å):
C  0.05533  0.83007  0.30475  0.14
C  0.59215  2.00281  0.37257  -0.48
C  -2.63045  -2.06720  0.08192  -0.08
C  -0.61633  -0.37301  0.01211  -0.13
N  -1.80650  -1.01239  0.42018  -0.44
Cl  4.01320  1.06740  -0.12428  -0.28
H  0.66870  2.85008  -0.23610  0.24
H  1.19035  2.09858  1.30482  0.23
H  -3.53427  -2.09989  0.60307  0.19
H  -2.37849  -2.58574  -0.89494  0.16
H  4.51431  0.27736  -1.06268  0.28
H  -0.06801  -0.98806  -0.78143  0.18



Model iii:
Below is C4H6ClN in the gas phase, with properties calculated with ωB97M-V/def2-TZVPD.

Values from the calculation:
SMILES string   CC(C)=C=NCl
Frontier orbital gap   9.04 eV
Total charge   0
Highest occupied orbital energy   -8.795 eV

Last column: natural (NBO) charge in e.
Cartesian coordinates (Å):
C  -0.07027  0.07174  -0.00308  -0.10
C  1.23788  0.20910  0.48219  0.34
C  -0.57261  -1.27583  0.21833  -0.63
C  -0.98125  1.14799  -0.54393  -0.64
N  2.43581  0.40470  0.90400  -0.44
Cl  3.77838  -0.06394  -0.10971  0.09
H  -0.95321  -1.73790  -0.72774  0.22
H  -1.45199  -1.09763  0.86417  0.21
H  0.13811  -2.01226  0.72054  0.24
H  -0.65650  2.01016  0.13468  0.24
H  -2.01907  0.94506  -0.29551  0.22
H  -0.88528  1.39881  -1.64392  0.24



In terms of stability, model iii leads; the second structure lies 146.1 kJ/mol higher.



Model i:
Below is C3H6N4S in the gas phase, with properties calculated with ωB97M-V/def2-TZVPD.

Values from the calculation:
SMILES string   Nc1cc(=S)[nH]n1N
Frontier orbital gap   8.45 eV
Total charge   0
Highest occupied orbital energy   -8.264 eV

Last column: natural (NBO) charge in e.
Cartesian coordinates (Å):
C  0.53511  -0.56460  0.17645  0.39
C  -0.01584  -1.06579  -0.95724  -0.40
C  -0.59231  -0.00190  -1.65734  0.04
H  0.97912  -1.05476  2.12577  0.39
H  1.25256  -2.25839  1.02693  0.38
H  -0.08260  -2.07405  -1.28010  0.25
H  -0.37750  2.06675  -1.25275  0.41
H  -1.37638  0.89107  1.34896  0.37
H  -0.14047  2.18875  1.57097  0.37
N  1.35809  -1.21947  1.10277  -0.79
N  -0.37100  1.16506  -0.80150  -0.48
N  0.47173  0.86807  0.26286  -0.11
N  -0.32860  1.16926  1.44635  -0.70
S  -1.31191  -0.11000  -3.11213  -0.13



Model ii:
Below is C3H6N4S in the gas phase, with properties calculated with ωB97M-V/def2-TZVPD.

Values from the calculation:
SMILES string   Nc1nc(S)c(N)[nH]1
Frontier orbital gap   8.60 eV
Total charge   0
Highest occupied orbital energy   -7.824 eV

Last column: natural (NBO) charge in e.
Cartesian coordinates (Å):
C  1.19974  -0.57698  -0.09452  0.49
C  -0.94095  -0.59907  -0.08595  -0.13
C  -0.58990  0.72497  -0.07234  0.25
H  3.05276  -0.62900  0.65989  0.38
H  2.61662  -1.92664  -0.29521  0.40
H  -2.68502  -1.72134  1.06999  0.13
H  -1.36859  2.38862  -0.90830  0.37
H  -2.27038  1.69540  0.32593  0.39
H  1.36476  1.54304  -0.11001  0.42
N  2.54137  -0.92481  -0.16090  -0.83
N  0.18790  -1.41069  -0.08552  -0.50
N  -1.30737  1.92152  -0.00071  -0.83
N  0.78701  0.72282  -0.07606  -0.55
S  -2.58794  -1.20784  -0.16628  -0.01



Model iii:
Below is 2 unconnected molecules or ions with the total composition C3H6N4S, with properties calculated with ωB97M-V/def2-TZVPD.

Values from the calculation:
Frontier orbital gap (spin up / spin down)   8.26 / 7.38 eV
Total charge   0
Highest occupied orbital energy (spin up / spin down)   -9.268 / -8.671 eV

Last column: natural (NBO) charge in e.
Cartesian coordinates (Å):
C  -0.62628  0.08226  0.74794  0.25
C  0.19735  -1.59635  -0.99487  -0.42
C  0.28651  2.41269  0.13485  -0.43
N  -1.43771  -0.02123  1.76769  -0.40
N  -1.72690  -1.33704  1.82729  -0.08
N  -1.10474  -2.00173  0.97320  -0.07
N  -0.40560  -1.17054  0.21532  -0.29
S  1.10831  2.03256  -1.29539  0.15
H  -0.40379  -2.27059  -1.68633  0.23
H  0.62212  -0.78267  -1.59648  0.22
H  1.04869  -2.44251  -0.82575  0.21
H  -0.61350  2.88519  0.12118  0.21
H  0.69957  2.32137  1.16225  0.25
H  2.35598  1.88858  -0.55090  0.16



Model iv:
Below is C3H6N4S in the gas phase, with properties calculated with ωB97M-V/def2-TZVPD.

Values from the calculation:
SMILES string   [H]/N=C\N/N=C\C=N/S
Frontier orbital gap   9.22 eV
Total charge   0
Highest occupied orbital energy   -9.299 eV

Last column: natural (NBO) charge in e.
Cartesian coordinates (Å):
C  -0.51921  -1.98578  -0.32702  -0.01
C  -0.58420  -0.73770  -1.10749  -0.06
C  1.36249  1.70239  0.46648  0.27
H  -1.96582  -0.00797  0.75415  0.09
H  0.02370  -2.85195  -0.74654  0.20
H  -1.11961  -0.75522  -2.03309  0.20
H  0.93471  -0.31723  0.77841  0.38
H  2.08060  1.60384  1.25658  0.17
H  0.61707  2.64083  -0.98831  0.35
N  -0.89392  -2.09203  0.89812  -0.54
N  -0.17045  0.42689  -0.75237  -0.19
N  0.63384  0.52570  0.30006  -0.45
N  1.31856  2.74746  -0.23446  -0.65
S  -1.71777  -0.89923  1.73549  0.25



In terms of stability, model ii leads; the second structure lies 272.3 kJ/mol higher.



Model i:
Below is C5H8O2S in the gas phase, with properties calculated with ωB97M-V/def2-TZVPD.

Values from the calculation:
SMILES string   C=C(OC)C(=S)OC
Frontier orbital gap   8.78 eV
Total charge   0
Highest occupied orbital energy   -8.891 eV

Last column: natural (NBO) charge in e.
Cartesian coordinates (Å):
C  -0.11872  -0.84692  1.96992  -0.25
C  0.86683  -0.77570  -0.21332  0.19
C  1.50925  -1.75134  -0.82980  -0.35
C  0.05584  0.19010  -0.96058  0.17
C  -0.99060  2.27449  -0.69768  -0.26
H  0.17651  -0.65220  3.03688  0.20
H  -0.40310  -1.89031  1.85712  0.17
H  -1.03597  -0.27351  1.86791  0.18
H  1.37024  -1.82536  -1.90119  0.23
H  2.10040  -2.41427  -0.28706  0.21
H  -0.93174  2.98371  0.05107  0.20
H  -2.04863  1.82136  -0.78219  0.19
H  -0.71330  2.60374  -1.70074  0.20
O  1.01098  -0.57861  1.15635  -0.51
O  -0.18112  1.25670  -0.18579  -0.47
S  -0.66687  -0.12188  -2.38090  -0.09



Model ii:
Below is C5H8O2S in the gas phase, with properties calculated with ωB97M-V/def2-TZVPD.

Values from the calculation:
SMILES string   C[C@H]1O[C@@]1(C)C(O)=S
Frontier orbital gap   9.32 eV
Total charge   0
Highest occupied orbital energy   -8.998 eV

Last column: natural (NBO) charge in e.
Cartesian coordinates (Å):
C  1.77862  -1.63696  0.70541  -0.64
C  1.63648  -0.25733  0.09535  0.10
C  0.49474  0.63540  -0.11791  0.11
C  0.65049  2.13180  -0.26094  -0.62
C  -0.89261  0.17403  0.25703  0.21
H  0.89344  -2.27833  0.64777  0.23
H  2.61737  -2.14058  0.19128  0.23
H  2.00835  -1.53260  1.77466  0.22
H  2.60396  0.21720  0.17616  0.17
H  0.06729  2.64926  0.50072  0.23
H  1.69837  2.38389  -0.16577  0.22
H  0.32404  2.44882  -1.23119  0.23
H  -2.04678  0.21663  1.78438  0.51
O  1.09933  -0.09360  -1.19362  -0.47
O  -1.20900  0.68166  1.46030  -0.67
S  -1.83093  -0.80940  -0.61782  -0.04



Model iii:
Below is 2 unconnected molecules or ions with the total composition C5H8O2S, with properties calculated with ωB97M-V/def2-TZVPD.

Values from the calculation:
Frontier orbital gap   10.05 eV
Total charge   0
Highest occupied orbital energy   -9.637 eV

Last column: natural (NBO) charge in e.
Cartesian coordinates (Å):
C  -3.70468  1.74675  -0.54588  -0.13
C  -2.86761  1.03785  -0.03173  -0.34
C  3.06780  0.59623  0.09258  -0.64
C  1.90413  -0.25004  0.12697  -0.16
C  1.31304  -0.88746  -0.85407  -0.42
O  -2.57189  -1.62991  -0.00568  -0.88
O  -1.95884  -0.10079  2.01402  -0.91
S  -1.73456  -0.20821  0.60079  1.55
H  -4.55341  2.32275  -0.73726  0.24
H  3.40729  0.44974  -0.99371  0.21
H  2.78582  1.57708  0.31685  0.22
H  3.85446  0.23023  0.83435  0.22
H  1.58389  -0.32818  1.20596  0.19
H  -2.56213  -2.24490  0.67997  0.48
H  0.49190  -1.50763  -0.77282  0.19
H  1.54479  -0.80353  -1.93034  0.19



Model iv:
Below is 2 unconnected molecules or ions with the total composition C5H8O2S, with properties calculated with ωB97M-V/def2-TZVPD.

Values from the calculation:
Frontier orbital gap   8.80 eV
Total charge   0
Highest occupied orbital energy   -8.659 eV

Last column: natural (NBO) charge in e.
Cartesian coordinates (Å):
C  -0.73293  2.73837  -1.23245  0.09
C  0.21961  -0.21230  1.33172  0.02
C  -1.20997  -0.12162  1.33356  0.16
C  1.06149  -0.83319  -0.66351  -0.60
C  0.89722  -1.39903  0.72427  -0.43
O  -1.40689  1.66171  -1.65390  -0.66
O  -0.65849  -0.66981  2.44491  -0.44
S  -2.68220  0.06526  0.79575  0.01
H  0.38361  2.54284  -1.35825  0.06
H  0.83953  0.63698  1.30524  0.21
H  1.86234  -1.44636  -1.32119  0.20
H  1.53177  0.08088  -0.58030  0.19
H  0.18455  -0.80360  -1.31122  0.23
H  1.80658  -1.74577  1.11974  0.22
H  0.27307  -2.18282  0.63384  0.21
H  -2.36929  1.68846  -1.56822  0.51



In terms of stability, model ii leads; the second structure lies 79.4 kJ/mol higher.